This record from the OMol25 dataset describes C18H16AsF5O8P2PdSTe as an isolated structure at a distorted geometry. The level of theory is the ωB97M-V functional and the def2-TZVPD basis.

## Properties
Lowest unoccupied orbital energy (spin up / spin down): 0.157 / 0.144 Ha
Charge: -2
Spin multiplicity: 3
Kohn-Sham gap (spin up / spin down): 6.78 / 6.74 eV

Last column: natural (NBO) charge in e.
Geometry (Å):
Pd 1.339 -1.494 -0.930  1.0397
S -0.384 -3.188 -0.338  -0.2103
C -1.963 -2.435 -0.547  -0.1843
C -3.085 -3.231 -0.811  -0.2396
C -4.340 -2.664 -0.979  -0.2140
C -4.512 -1.287 -0.896  -0.2563
C -3.410 -0.485 -0.627  -0.2486
C -2.157 -1.048 -0.440  -0.3015
As -0.514 -0.106 -0.039  1.0752
C -1.086 1.742 -0.192  -0.3516
C -1.457 2.166 -1.466  -0.1289
C -1.882 3.469 -1.678  -0.2296
C -1.922 4.366 -0.618  -0.2237
C -1.490 3.965 0.639  -0.2100
C -1.058 2.660 0.848  -0.2247
C -0.569 -0.352 1.903  -0.4134
C -1.673 0.063 2.638  -0.1214
C -1.695 -0.003 4.025  -0.2989
C -0.575 -0.488 4.693  -0.1951
C 0.519 -0.948 3.981  -0.2880
C 0.512 -0.918 2.584  0.3470
H -2.949 -4.304 -0.887  0.2124
H -5.191 -3.304 -1.184  0.1939
H -5.491 -0.844 -1.029  0.1935
H -3.535 0.590 -0.551  0.2115
H -1.408 1.471 -2.297  0.2220
H -2.174 3.786 -2.672  0.2067
H -2.275 5.378 -0.775  0.1984
H -1.489 4.669 1.462  0.1998
H -0.707 2.360 1.826  0.2251
H -2.537 0.449 2.108  0.2026
H -2.566 0.329 4.576  0.1986
H -0.560 -0.522 5.776  0.1977
H 1.389 -1.345 4.492  0.2052
H 2.320 -1.617 2.308  0.5095
O 1.981 1.187 0.655  -1.0322
P 3.538 0.816 0.268  2.5535
O 4.410 1.526 1.232  -1.1675
O 1.495 -1.437 1.843  -0.6498
O 3.662 1.533 -1.179  -1.1207
P 2.821 1.270 -2.549  2.5658
O 3.886 0.422 -3.414  -1.0179
O 2.545 2.571 -3.194  -1.1571
O 1.701 0.295 -2.262  -1.2002
H 2.011 2.076 1.026  0.4970
H 4.476 1.000 -3.904  0.4986
F 4.290 -2.579 -3.984  -0.6906
Te 3.714 -2.320 -2.180  2.6269
F 5.601 -2.253 -1.756  -0.7084
F 2.707 -3.198 -0.505  -0.7246
F 4.132 -4.159 -2.156  -0.6602
F 1.988 -2.943 -2.940  -0.7224
O 3.616 -0.690 0.100  -1.1892